77
Properties=species:S:1:pos:R:3:forces:R:3 method="wB97M-V/def2-TZVPD" total_charge=-2 e_lumo_ha=0.1517 homo_ha=-0.0416 de_lowest_kcal_mol=6.3
Ag -1.190023 -0.627035 1.462552 0.4 0.2 -0.2
N -4.929220 -0.525124 -0.823576 -0.1 0.1 0.0
C -3.621009 -0.576939 -0.460092 0.1 -0.2 0.1
N -3.074965 -1.573426 0.143144 -0.1 0.4 -0.3
C -3.846003 -2.642733 0.525567 -0.2 0.0 -0.1
N -3.429008 -3.547982 1.335438 0.1 -0.2 0.2
N -2.140378 -3.303043 1.780644 -0.2 -0.3 0.3
C -1.950652 -3.625592 2.995350 0.1 0.2 -0.3
C -0.655005 -3.298066 3.628612 0.0 0.0 0.0
C -0.365732 -3.715076 4.923711 -0.1 0.0 -0.1
C 0.835843 -3.326806 5.493839 0.1 0.0 0.0
C 1.703901 -2.537618 4.758154 -0.1 0.0 0.0
C 1.325496 -2.166419 3.469445 0.1 0.0 0.1
N 0.184371 -2.538751 2.920151 -0.1 0.0 0.0
C -5.227730 -2.733427 0.009865 0.0 -0.1 0.1
C -6.034247 -3.857195 0.184075 0.0 0.0 0.0
C -7.344602 -3.863432 -0.252009 0.0 0.1 0.0
C -7.872963 -2.725136 -0.864464 0.0 0.0 0.0
C -7.089742 -1.604265 -1.051273 0.0 0.0 0.0
C -5.760270 -1.609210 -0.620894 -0.1 0.0 0.0
H -5.309690 0.355788 -1.126929 0.0 0.0 0.0
H -3.018885 0.287685 -0.699772 0.0 0.0 -0.1
H -2.745767 -4.072236 3.595681 0.0 0.0 0.0
H -1.083944 -4.312749 5.471232 0.0 0.0 0.0
H 1.082567 -3.622853 6.506604 0.0 0.0 0.0
H 2.642144 -2.194076 5.172031 0.0 0.0 0.0
H 1.954189 -1.532878 2.852119 0.0 0.0 0.0
H -5.602523 -4.711265 0.687653 0.0 0.0 0.0
H -7.962323 -4.740475 -0.107772 0.0 0.0 0.0
H -8.903365 -2.716924 -1.198716 0.0 0.0 0.0
H -7.492861 -0.719970 -1.530192 0.0 0.0 0.0
C 3.379386 -0.405472 -4.129416 0.0 0.0 0.0
Si 2.280108 1.027505 -3.580842 0.0 0.1 -0.1
C 3.020028 2.595770 -4.354113 0.0 0.0 0.1
C 0.595945 0.779057 -4.384421 0.0 0.0 0.0
Si 2.085914 1.058069 -1.251247 -0.2 -0.1 0.0
Te 0.771278 -0.970501 -0.686872 0.0 0.1 0.2
Si 1.162699 3.095733 -0.565643 -0.2 0.0 0.0
C 0.945706 3.216768 1.280541 0.0 0.0 0.1
C 2.318096 4.506928 -1.089546 0.0 0.0 -0.1
C -0.487846 3.319500 -1.435234 0.0 0.0 0.0
Si 4.234323 0.850796 -0.380494 0.2 0.0 0.0
C 5.488520 2.015587 -1.202549 -0.1 0.0 0.0
C 4.258209 1.244451 1.461847 0.0 0.0 0.0
C 4.898192 -0.898995 -0.585908 -0.1 0.0 0.0
H 3.342027 -0.542636 -5.213674 0.0 0.0 0.0
H 3.041891 -1.326552 -3.650143 0.0 0.0 0.0
H 4.419807 -0.239194 -3.843013 0.0 0.0 0.0
H 3.197434 2.459508 -5.424616 0.0 0.0 0.0
H 3.967234 2.863695 -3.881821 0.0 0.0 0.0
H 2.339317 3.440957 -4.230636 0.0 0.0 0.0
H 0.681242 0.642719 -5.466371 0.0 0.0 0.0
H -0.059089 1.630849 -4.194998 0.0 0.0 0.0
H 0.119381 -0.101942 -3.950972 0.0 0.0 0.0
H 1.913508 3.194053 1.787378 0.0 0.0 0.0
H 0.320828 2.420351 1.696165 0.0 0.0 0.0
H 0.446565 4.155219 1.543293 0.0 0.0 0.0
H 3.268059 4.436130 -0.553839 0.0 0.0 0.0
H 1.870345 5.473579 -0.841900 0.0 0.0 0.0
H 2.535692 4.495277 -2.159907 0.0 0.0 0.0
H -1.159954 2.518401 -1.121426 0.0 0.0 0.0
H -0.378222 3.290874 -2.521230 0.0 0.0 -0.1
H -0.958109 4.263504 -1.148162 0.0 0.0 0.0
H 5.151653 3.052974 -1.138876 0.0 0.0 0.0
H 5.611005 1.775756 -2.260982 0.0 0.0 0.0
H 6.468974 1.945164 -0.723242 0.0 0.0 0.0
H 4.124239 2.313909 1.636611 0.0 0.0 0.0
H 5.201790 0.936075 1.921278 0.0 0.0 0.0
H 3.440677 0.729730 1.970483 0.0 0.0 0.0
H 5.012674 -1.163396 -1.637808 0.0 0.0 -0.1
H 4.187855 -1.603841 -0.149916 0.0 0.0 0.0
H 5.865442 -1.017416 -0.089239 0.0 0.0 0.0
O -0.911435 1.473585 3.356201 -0.1 0.0 0.0
S -2.377947 1.365410 3.224195 0.0 -0.3 0.1
O -3.104037 2.206955 4.166801 0.0 0.0 0.0
O -2.783484 -0.069749 3.330995 0.2 0.1 -0.1
S -2.823521 1.922090 1.293091 0.0 0.1 -0.1